{
  "formula": "C34H90N4O18",
  "method": "ωB97M-V with the def2-TZVPD basis set",
  "homo_lumo_gap_ev": 7.433,
  "relative_energy_ev": 12.481,
  "e_lumo_ev": 0.24,
  "e_tot_ev": -79512.6234,
  "symbols": ["H", "H", "H", "H", "C", "H", "H", "H", "H", "H", "H", "H", "H", "H", "H", "O", "H", "H", "H", "H", "C", "H", "H", "H", "N", "H", "H", "H", "H", "O", "H", "H", "O", "C", "H", "H", "H", "O", "C", "C", "C", "C", "H", "H", "O", "O", "H", "H", "O", "H", "C", "C", "H", "H", "C", "C", "H", "O", "C", "H", "C", "H", "H", "H", "O", "H", "H", "C", "H", "H", "H", "H", "C", "H", "H", "O", "H", "O", "H", "H", "O", "H", "C", "H", "H", "H", "C", "H", "H", "O", "H", "H", "H", "H", "H", "C", "H", "C", "C", "H", "H", "C", "H", "C", "C", "C", "H", "O", "C", "O", "C", "N", "O", "C", "C", "C", "H", "H", "H", "H", "N", "C", "H", "H", "C", "C", "N", "O", "H", "H", "H", "C", "O", "H", "H", "H", "H", "H", "H", "H", "C", "H", "H", "H", "H", "H"],
  "positions_angstrom": [[3.883921, -0.534841, 3.616791], [-3.320668, -5.810365, -1.947167], [0.803192, 5.490415, -3.020568], [4.619133, 1.987821, 2.124108], [3.202499, 6.962011, -6.177511], [5.137389, 2.490854, -4.521727], [6.041787, 4.344834, 1.758256], [3.657761, 2.524845, -2.808851], [-4.248758, -0.987547, 5.651806], [2.255378, 0.052470, 0.522734], [-1.435335, 2.968411, 0.566567], [6.302815, 0.126742, -6.829238], [-0.156182, 0.424912, 1.794471], [5.468891, 6.089398, 1.329139], [3.316924, 6.451140, 0.394328], [4.680380, 5.072198, -0.300973], [-5.075461, -5.852745, -2.085652], [2.642476, 1.356701, -0.601660], [-1.735210, -4.458196, 6.778174], [3.999462, 1.412690, -9.364504], [-7.825335, -1.084779, -1.401925], [2.736435, 6.036349, -6.520601], [-2.835071, -5.598948, 6.094352], [-2.511867, -8.355058, -1.360329], [-4.285466, -7.248199, -0.662349], [0.484216, 2.115596, 2.069255], [-2.593969, 0.006235, 3.396271], [1.103567, 6.901754, -5.058791], [-3.862035, -3.032938, -2.245305], [3.180117, 7.047603, -4.770057], [-6.031305, -10.421311, 1.058073], [-7.442143, 0.954926, -2.098665], [4.114440, 5.165110, 3.060951], [-4.246252, -5.982041, -1.384074], [-6.472523, -11.581594, -0.132642], [3.446467, 6.394123, -2.227876], [5.567715, 0.570961, -9.274064], [-0.873897, -5.867850, 5.480320], [-7.008662, 0.218809, -1.418449], [-1.949191, -5.012981, 5.854779], [3.869091, 1.523585, -3.196656], [5.575494, 0.899044, -6.548776], [-5.597368, -1.042241, -1.866026], [-5.143110, -4.236139, -0.572321], [-0.914528, -3.330348, 4.491207], [3.162663, 1.061007, 4.681834], [4.954903, -0.071783, 0.320145], [3.077765, 4.939218, 1.043404], [-5.122897, -10.190875, -0.840297], [-1.824477, 2.133268, 2.049264], [-3.852640, -9.621543, -0.516134], [-2.922155, -3.173826, -1.707327], [-2.170875, 1.206488, 5.603439], [-4.203957, -5.095089, 0.658403], [1.827432, 7.010120, -4.251897], [-3.858928, 0.044664, 5.667347], [-1.758072, -0.526375, 6.043772], [-1.896552, -0.107173, 4.089645], [-4.302090, 1.097552, 1.425128], [3.211853, -0.761452, 5.313948], [5.695539, 0.657947, -0.015462], [-0.124436, -5.269583, 5.364830], [2.375355, 5.014380, -3.733451], [-2.330871, -2.290080, -1.502693], [-4.714740, 0.947994, 5.012312], [-3.583560, -1.987368, 2.476846], [-4.114118, 0.177675, 6.725754], [1.805517, 5.834368, -3.279416], [1.567316, -1.689936, 3.509724], [-5.103554, -1.364063, 1.749346], [-1.575475, 0.759478, -0.539815], [-2.339337, -3.936705, -2.228204], [2.468421, 5.020363, -1.101281], [-1.191106, -2.567124, 3.966684], [-4.437320, 1.140430, 4.117113], [0.739584, -0.096132, 4.616865], [-4.016211, -8.532145, -2.313133], [0.739887, 1.382952, 0.190795], [-6.997697, 0.605172, -0.392342], [-0.126826, -0.011073, 4.178408], [-7.297262, -1.970816, -0.434628], [-4.183937, 2.014466, 2.007748], [4.707608, 0.727493, -2.213800], [3.881339, 3.220463, 1.232425], [2.918145, 4.124249, -1.547191], [4.264086, -0.190141, -5.319256], [-4.013178, -1.293290, 1.758721], [4.362109, -0.305060, -2.070787], [-5.272925, -7.483301, -0.664922], [-3.163468, -3.855303, -0.449559], [-2.957412, -3.313292, 5.056780], [-8.860167, -0.767734, -1.211988], [4.857229, 3.490867, 4.129469], [-4.892494, -11.728687, 0.512423], [5.494136, 4.391810, 1.441229], [-3.549386, 1.154618, 0.106977], [2.521857, 1.739104, 1.129257], [5.013825, 0.584795, -5.147018], [-0.021536, 1.428569, 1.378867], [4.184603, 7.130178, -6.620082], [1.496153, 4.690517, -0.731124], [5.662105, 5.202313, 0.717944], [1.755722, 7.990925, -3.781454], [3.355682, 5.398284, 0.080998], [3.072922, -0.329092, 4.311845], [-1.403164, 1.982790, 1.047336], [5.652760, 0.545707, -2.744204], [-3.858864, 0.051069, 2.258219], [4.898965, 1.267027, -8.762971], [5.925142, 3.421186, 1.507369], [-2.169660, -4.006612, 4.751163], [-2.124292, 0.991005, 0.273489], [5.017551, 1.411896, -1.022099], [-2.359283, 0.138677, 5.426760], [-3.601597, -8.359504, -1.311308], [2.111634, 1.123688, 0.316919], [-2.340399, -4.537779, 3.811855], [2.664161, 7.820499, -6.608544], [6.213444, 1.786530, -6.426418], [5.865951, 0.094505, -4.658606], [4.434015, 1.763297, -4.529264], [-4.208452, -4.801208, -0.389696], [-5.361920, 0.972913, 1.172411], [-7.827042, -1.518530, -2.407703], [-5.628165, -10.978680, 0.209944], [4.229291, 3.758487, 3.273986], [2.485337, 6.154262, -2.011573], [-5.698966, -0.088148, -1.901327], [1.686230, -0.080581, 2.805616], [2.857756, 1.107014, -3.138593], [2.296836, 1.373872, 4.973688], [4.627619, 3.078867, 2.026465], [4.505484, 0.868755, -7.464141], [5.297683, 2.284737, -8.667100], [-3.508508, -1.446712, 0.807712], [-3.848595, -9.385290, 0.554378], [6.056918, 1.299813, 0.780948], [4.942789, 5.649734, 3.104366], [-7.972283, -2.644102, -0.302817], [6.550758, 0.122643, -0.437023], [1.707972, -0.634199, 3.759494], [-3.921800, 2.037028, -0.432710], [3.203846, 3.460158, 3.500404], [6.607563, 5.075730, 0.204970], [-3.863148, 0.269920, -0.445387], [-3.062897, -10.374528, -0.607207]],
  "atomic_forces_ev_per_a": [[-0.1, -0.2, 0.1], [0.0, -0.8, -0.1], [-0.1, 0.1, -0.2], [0.0, 0.2, 0.5], [-0.5, 1.0, -0.3], [-0.1, 0.1, 0.4], [11.7, 0.1, 7.3], [0.4, 0.0, 0.4], [0.2, -0.2, -1.2], [0.3, 0.1, 0.2], [0.6, 0.1, 0.0], [-0.1, -0.2, 0.0], [0.1, 0.1, 0.2], [0.7, 1.7, -1.2], [-0.2, 0.3, -0.7], [0.0, -0.2, 0.0], [0.0, -0.1, 0.0], [-0.2, 0.2, -0.1], [0.3, -0.1, 0.0], [-0.1, -0.4, 0.1], [-0.5, 1.6, -0.5], [0.2, -0.1, -0.2], [0.0, -0.2, -0.4], [0.0, 1.1, 0.0], [0.2, 0.2, -0.5], [0.0, -0.2, 0.3], [0.3, 0.2, 0.4], [-0.1, 0.0, 0.0], [0.0, 0.5, 0.0], [0.1, -0.1, -0.6], [0.5, 0.3, 0.1], [-0.1, -0.1, 0.1], [-0.4, 0.4, 0.8], [1.4, 1.0, 0.6], [0.0, 0.2, -0.5], [0.1, -0.1, 0.2], [0.2, 0.0, 0.2], [-0.3, 0.1, 0.5], [0.2, -1.5, -0.2], [0.5, 0.4, 0.1], [-0.7, 1.2, 0.8], [-0.1, -1.1, 1.1], [0.1, -0.1, 0.1], [0.0, 0.0, 0.3], [-0.8, 0.3, 0.5], [0.3, 0.6, -1.0], [0.3, -0.3, 0.5], [-0.1, -0.4, -0.6], [-0.1, 0.4, 0.1], [-0.5, -0.2, -0.2], [-0.6, -0.4, 0.8], [-0.2, -2.5, 1.0], [0.6, -0.2, 0.5], [-0.1, -0.5, -0.2], [1.4, -0.2, 0.3], [-0.8, -1.6, 1.2], [-0.3, 0.2, 0.4], [-0.6, -0.6, -0.4], [0.2, -0.1, -0.3], [0.2, -1.1, -0.6], [-0.7, -0.5, -1.2], [0.0, -0.2, -0.1], [-0.4, -0.2, -0.5], [-0.2, 0.2, -0.1], [0.1, 0.4, 0.1], [0.0, 0.2, 0.2], [0.8, 0.7, 0.2], [0.4, 0.3, 0.7], [0.0, -0.1, 0.4], [0.1, -1.0, -0.6], [-0.4, 0.0, -0.3], [0.2, 0.7, -0.8], [1.1, 0.4, 0.8], [0.5, 0.2, 0.1], [0.2, -0.4, -0.3], [0.0, 0.0, 0.5], [0.4, 0.0, -0.2], [-0.5, 0.2, -1.0], [0.2, 0.1, -0.1], [0.1, -0.2, 0.0], [-0.3, 0.1, -0.1], [0.0, 0.0, 0.0], [2.0, -0.6, -0.5], [0.4, 0.4, 0.2], [0.1, -0.1, 0.0], [-0.2, 0.1, 0.3], [-0.8, 1.1, 0.3], [-0.6, 0.2, 0.5], [0.1, -0.4, 0.4], [0.6, 0.7, -0.1], [-0.1, 0.1, -0.3], [0.0, -0.4, 0.3], [0.0, 0.1, -0.1], [0.2, 0.2, 0.4], [-12.9, 7.3, -8.3], [0.3, -0.8, -0.2], [0.1, -0.3, -0.1], [0.4, -0.3, -1.6], [0.2, 0.9, -0.8], [0.4, -0.6, 0.6], [-0.4, 0.6, -0.3], [-2.4, 9.0, -3.4], [-0.7, -0.2, 0.3], [0.1, -0.2, 0.9], [-0.3, 0.9, 2.2], [0.0, -0.4, 0.5], [0.3, 0.0, 0.2], [0.8, -0.3, 0.6], [-0.7, 1.1, 0.3], [3.3, -16.6, 4.3], [0.7, -0.4, -0.4], [0.2, 0.3, 0.8], [-0.2, 0.8, 0.4], [-0.5, 1.3, -0.7], [-0.6, -1.3, -0.1], [-0.2, -0.4, 0.6], [-0.9, -0.1, 0.1], [-0.4, -0.2, 0.0], [-0.6, 0.7, -0.7], [-0.1, 0.2, 0.6], [-0.2, -1.2, 0.2], [-1.6, 1.2, -0.2], [-0.1, 0.0, 0.2], [0.2, -0.1, 0.0], [-0.4, -0.9, -0.3], [-0.5, 0.6, 0.6], [-1.2, 0.1, -0.6], [0.0, 0.5, 0.1], [-0.1, -0.2, 0.0], [0.0, -0.3, -1.1], [-0.1, -0.4, 0.0], [-0.5, -2.9, -0.9], [0.4, 0.5, -0.2], [0.6, -0.2, -0.4], [-0.2, 0.1, -0.1], [0.0, 0.3, 0.0], [-0.2, 0.2, -0.2], [0.1, -0.3, 0.2], [0.2, -0.1, 0.2], [0.1, -0.1, -0.1], [0.2, 0.7, -1.4], [0.3, 0.1, -0.1], [0.2, -0.3, 0.1], [0.3, 0.5, 0.3], [-0.2, 0.3, -0.3], [0.0, 0.0, -0.5]]
}